Record 1
110
Properties=species:S:1:pos:R:3:forces:R:3:lowdin_charge:R:1 method="wB97M-V/def2-TZVPD" gap_ev=8.27 e_tot_ev=-275258.7945 mol_weight_da=1085.48 total_charge=+1
Sn -0.217 0.211 -0.217 -0.227 0.566 -0.008 1.148
N 2.698 0.422 2.164 0.070 0.018 0.071 0.058
N 2.974 -0.843 2.745 0.046 -0.007 0.002 -0.049
C 2.057 -1.816 2.781 -0.102 -0.018 0.033 -0.857
N 2.498 -3.037 3.128 -0.112 0.059 0.100 0.106
S 0.420 -1.552 2.433 0.179 -0.093 0.157 0.562
H 3.105 1.119 2.785 -0.082 -0.034 0.032 0.102
H 1.687 0.540 2.236 -0.027 -0.034 -0.083 -0.007
H 3.949 -1.101 2.685 -0.051 -0.027 -0.104 0.146
H 3.452 -3.216 3.390 0.037 0.001 -0.007 0.113
H 1.817 -3.767 3.238 0.011 0.003 -0.005 0.099
C 1.533 4.171 -1.139 -0.018 0.025 0.005 0.022
C 0.329 3.547 -0.499 0.025 0.059 -0.082 -0.531
O 0.421 2.652 0.348 0.050 -0.231 0.070 -0.155
N -0.867 4.020 -0.891 -0.010 -0.024 -0.093 0.104
C -2.125 3.468 -0.418 0.019 0.059 -0.011 -0.114
C -2.784 2.552 -1.417 -0.019 -0.005 0.085 -0.250
C -3.678 3.057 -2.346 -0.051 -0.033 -0.009 -0.007
C -4.260 2.196 -3.265 0.003 0.017 -0.011 -0.032
C -3.931 0.856 -3.217 -0.014 0.012 0.022 -0.031
C -3.032 0.435 -2.253 -0.041 -0.112 0.044 -0.179
N -2.469 1.251 -1.362 0.235 0.069 -0.135 0.048
H 2.428 3.858 -0.608 -0.009 0.017 0.019 0.078
H 1.459 5.258 -1.143 0.009 0.011 -0.011 0.095
H 1.602 3.818 -2.169 -0.022 -0.003 0.017 0.088
H -0.887 4.668 -1.663 0.012 0.015 0.040 0.156
H -2.797 4.290 -0.172 -0.007 -0.006 0.023 0.132
H -1.905 2.909 0.488 -0.015 0.007 0.057 0.055
H -3.922 4.111 -2.342 0.012 0.008 0.004 0.119
H -4.953 2.571 -4.007 -0.012 0.003 0.006 0.117
H -4.344 0.145 -3.917 0.005 -0.010 0.002 0.120
H -2.733 -0.605 -2.203 0.007 0.016 -0.007 0.091
C -2.655 3.010 3.103 -0.005 0.012 -0.013 -0.320
As -1.611 1.362 2.860 0.053 -0.022 -0.084 1.060
C -0.215 1.875 4.137 -0.017 0.010 -0.003 -0.316
C -2.545 0.149 4.100 -0.027 -0.009 -0.070 -0.358
C -3.776 -0.625 3.595 -0.042 0.024 -0.076 -0.691
C -4.452 -1.229 4.834 -0.006 0.002 0.028 -0.080
C -3.385 -1.803 2.684 -0.027 0.081 -0.014 -0.353
As -2.818 -1.472 0.821 0.134 -0.268 0.031 1.036
C -2.238 -3.307 0.459 -0.040 -0.011 0.011 -0.311
C -4.543 -1.609 -0.094 0.023 0.028 -0.049 -0.324
C -4.748 0.338 2.893 0.064 -0.035 0.076 -0.392
As -6.558 -0.358 2.479 0.015 -0.027 -0.040 1.115
C -7.022 1.139 1.294 0.013 0.030 0.027 -0.332
C -7.481 0.342 4.057 -0.048 0.017 0.034 -0.338
H -2.961 3.121 4.144 -0.001 0.004 0.002 0.032
H -3.536 3.026 2.464 -0.009 -0.016 -0.001 0.009
H -2.011 3.848 2.832 -0.019 0.020 0.014 0.026
H -0.677 2.224 5.061 0.022 0.007 0.001 0.031
H 0.386 2.679 3.713 0.010 -0.016 -0.009 0.023
H 0.419 1.020 4.362 0.025 -0.040 -0.027 0.002
H -2.837 0.755 4.963 0.016 0.020 -0.001 0.081
H -1.780 -0.555 4.440 -0.013 -0.012 0.023 0.062
H -3.763 -1.890 5.363 0.010 0.000 0.004 0.092
H -5.331 -1.815 4.560 0.011 -0.018 0.000 0.063
H -4.765 -0.443 5.525 -0.009 -0.001 0.004 0.088
H -4.238 -2.482 2.598 0.029 -0.043 -0.009 0.069
H -2.566 -2.363 3.143 -0.008 0.001 0.021 0.066
H -3.041 -4.012 0.674 0.007 -0.001 0.003 0.035
H -1.370 -3.543 1.073 -0.007 0.023 0.002 -0.010
H -1.956 -3.391 -0.592 -0.013 -0.001 -0.003 0.025
H -5.208 -2.257 0.476 -0.012 -0.002 -0.031 0.010
H -4.376 -2.044 -1.079 0.006 0.005 -0.013 0.026
H -5.009 -0.633 -0.223 -0.004 0.004 0.014 -0.007
H -4.321 0.677 1.940 0.019 0.007 0.012 0.037
H -4.887 1.228 3.513 -0.002 0.021 -0.015 0.071
H -6.401 1.115 0.399 -0.005 -0.010 -0.013 -0.002
H -6.869 2.088 1.809 0.005 0.007 -0.017 0.025
H -8.065 1.064 0.990 -0.006 -0.012 0.012 0.021
H -7.294 -0.289 4.923 0.001 -0.002 -0.005 0.010
H -8.553 0.345 3.861 -0.001 -0.002 0.005 0.021
H -7.157 1.361 4.274 -0.007 0.004 0.008 0.026
O -0.774 0.352 -4.295 0.048 -0.062 0.012 -0.267
S 0.142 0.165 -3.211 0.038 -0.016 0.092 0.449
O 0.396 1.367 -2.382 -0.078 -0.136 -0.042 -0.450
O -0.237 -0.934 -2.262 -0.133 0.170 -0.022 -0.506
C 1.700 -0.347 -3.870 0.067 0.013 0.083 -0.273
C 1.749 -0.664 -5.220 0.016 0.018 0.060 -0.041
C 2.939 -1.111 -5.770 0.037 -0.008 0.011 -0.051
C 4.063 -1.237 -4.967 -0.004 -0.009 -0.035 -0.051
C 4.001 -0.915 -3.620 0.032 -0.021 0.039 -0.068
C 2.820 -0.463 -3.040 -0.123 0.020 0.046 -0.322
P 2.786 0.005 -1.244 0.092 -0.088 -0.132 1.075
C 3.742 -1.386 -0.542 0.007 -0.006 -0.008 -0.377
C 5.110 -1.404 -0.285 0.003 0.033 0.002 -0.100
C 5.712 -2.545 0.233 -0.001 0.011 0.018 -0.077
C 4.957 -3.683 0.482 -0.021 0.004 -0.003 -0.087
C 3.593 -3.677 0.219 0.029 0.008 -0.050 -0.091
C 2.990 -2.532 -0.278 0.019 -0.013 -0.046 -0.114
C 3.915 1.445 -1.293 -0.056 0.030 -0.113 -0.351
C 4.656 1.847 -0.181 -0.034 -0.028 0.096 -0.117
C 5.427 2.999 -0.221 -0.007 0.001 -0.039 -0.076
C 5.461 3.778 -1.369 -0.017 -0.002 -0.006 -0.078
C 4.720 3.395 -2.477 0.016 0.010 0.021 -0.078
C 3.952 2.241 -2.439 0.077 -0.070 -0.004 -0.103
H 0.856 -0.553 -5.818 -0.004 -0.006 -0.015 0.115
H 2.989 -1.361 -6.821 -0.006 0.003 -0.004 0.113
H 4.996 -1.586 -5.391 0.004 0.001 -0.001 0.112
H 4.893 -1.010 -3.012 -0.014 -0.007 0.006 0.110
H 5.719 -0.535 -0.498 -0.009 0.022 -0.005 0.100
H 6.778 -2.550 0.423 0.008 0.003 0.000 0.107
H 5.432 -4.576 0.868 0.012 -0.010 0.000 0.106
H 2.999 -4.563 0.402 -0.003 -0.001 -0.009 0.109
H 1.922 -2.532 -0.476 0.004 -0.003 0.011 0.098
H 4.630 1.255 0.723 -0.033 -0.002 -0.017 0.077
H 6.009 3.286 0.646 -0.005 0.003 0.015 0.106
H 6.065 4.675 -1.401 0.009 0.004 -0.001 0.107
H 4.741 3.994 -3.378 -0.003 0.002 -0.010 0.111
H 3.382 1.956 -3.314 0.001 0.020 -0.010 0.108

Record 2
142
Properties=species:S:1:pos:R:3:forces:R:3:lowdin_charge:R:1 method="wB97M-V/def2-TZVPD" gap_ev=5.73 e_tot_ev=-155470.8894 mol_weight_da=1399.96 total_charge=-1
C 1.334 3.256 2.639 -1.042 -0.684 -0.676 -0.056
C 0.126 2.529 2.157 0.251 0.024 -0.944 -0.107
C -0.193 2.093 0.604 -0.743 -1.864 -1.443 -0.063
C 0.912 1.703 -0.542 -3.813 -0.687 -1.683 -0.375
S 2.758 1.690 -0.150 -1.637 -1.497 -0.098 0.828
C 3.306 -0.073 -0.500 -0.348 -2.171 -0.758 -0.356
C 2.860 -1.170 0.637 -2.948 0.158 5.519 -0.287
O 2.261 -0.874 1.796 3.869 -1.505 -7.312 -0.022
O 3.109 -2.591 0.343 0.520 3.126 1.138 -0.112
C 3.581 -3.332 1.524 0.454 -1.384 0.688 -0.114
C 5.010 -2.808 2.142 0.483 -1.871 -0.650 -0.265
C 6.069 -2.224 1.029 -0.115 0.006 -0.275 -0.049
O 4.727 -1.898 3.264 0.518 -2.296 3.090 -0.085
C 4.944 -2.546 4.573 5.388 -1.505 2.214 -0.272
O 6.167 -2.950 5.015 -7.797 2.608 -3.419 -0.039
C 3.699 -2.786 5.653 -0.718 1.706 -0.415 -0.421
S 2.758 -4.407 5.291 -0.090 0.947 -0.227 0.615
C 0.418 1.299 -2.053 -2.492 0.723 2.055 -0.033
C -1.187 1.224 -2.518 1.054 1.361 4.233 0.016
C -2.303 1.594 -1.365 2.982 0.107 0.798 -0.011
C -1.807 2.028 0.172 1.578 -0.766 -1.677 0.030
C -3.008 2.360 1.288 -0.461 2.896 2.340 -0.212
O -2.978 3.385 2.142 0.025 -6.281 -4.998 -0.049
C -4.310 1.312 1.216 -1.261 -1.383 -0.328 -0.031
C -4.988 0.747 2.600 -1.267 -0.904 -4.553 0.049
C -6.245 -0.315 2.451 2.003 2.033 -2.855 -0.127
C -6.885 -0.917 3.837 1.244 0.106 -0.703 -0.166
C -8.016 0.033 4.549 0.852 -1.833 6.518 -0.643
O -8.094 -0.048 5.906 0.159 0.666 -8.779 -0.177
I -9.308 1.288 3.299 0.978 -0.972 1.060 0.832
C -6.762 -0.692 0.925 1.526 1.154 0.049 0.003
C -8.038 -1.749 0.731 -2.636 -4.312 -0.402 -0.457
O -9.301 -1.315 0.620 6.738 -1.502 0.671 -0.161
O -7.641 -3.196 0.695 -1.413 7.857 0.316 -0.293
C -6.089 -0.124 -0.470 2.379 1.950 3.773 0.061
C -4.809 0.888 -0.322 -1.419 -1.181 2.833 -0.018
C -3.957 1.533 -1.609 -1.907 1.262 -3.118 -0.203
O -4.554 1.973 -2.720 3.705 -2.888 6.649 -0.044
H 1.231 4.439 2.750 -0.070 -2.927 1.513 0.084
H 2.315 2.656 2.900 -1.481 1.714 -2.068 0.070
H -0.722 2.270 2.956 1.001 2.015 -2.459 0.123
H 4.485 -0.177 -0.639 -2.601 0.553 0.450 0.109
H 2.823 -0.441 -1.526 1.064 0.754 2.252 0.107
H 2.758 -3.375 2.360 1.672 0.323 -1.615 0.118
H 3.776 -4.450 1.153 -0.495 2.651 0.616 0.123
H 5.534 -3.768 2.619 -1.206 1.997 -1.142 0.163
H 6.189 -1.038 1.059 -0.254 -2.616 0.242 0.109
H 7.121 -2.768 1.154 -2.864 1.653 0.195 0.064
H 5.719 -2.465 -0.082 0.429 0.358 2.562 0.095
H 2.909 -1.907 5.607 1.768 -1.770 -0.156 0.102
H 4.068 -2.830 6.774 -0.328 -0.105 -2.700 0.098
H 1.531 -4.036 4.707 1.490 0.239 0.632 -0.121
H 1.222 1.002 -2.881 -1.856 0.809 2.123 0.101
H -1.504 0.904 -3.618 0.806 0.821 2.868 0.100
H -4.537 1.132 3.614 -1.116 -0.941 -2.199 0.111
H -5.984 -1.002 4.614 -2.113 0.360 -1.583 0.134
H -7.244 -2.029 3.653 0.233 2.456 0.275 0.145
H -6.453 -0.387 -1.557 0.579 0.421 2.691 0.105
C 9.449 -3.970 -1.570 0.023 -0.096 -0.322 0.050
N 8.634 -3.292 -0.527 -0.450 0.325 0.344 -0.395
O 7.932 -2.340 -0.888 1.434 -1.090 0.339 0.018
O 8.721 -3.734 0.624 0.099 0.656 -1.596 0.048
H 9.275 -3.479 -2.530 -0.084 -0.051 0.302 0.102
H 10.498 -3.883 -1.277 -0.236 -0.157 0.073 0.068
H 9.133 -5.015 -1.608 0.112 0.167 0.119 0.109
C 2.251 5.152 -2.245 0.017 0.249 0.019 0.036
N 3.483 4.440 -2.679 0.579 -0.349 -0.300 -0.416
O 4.360 5.112 -3.235 -0.783 -1.059 0.668 0.040
O 3.535 3.226 -2.450 0.243 1.883 -0.786 -0.038
H 2.342 6.208 -2.509 0.105 -0.319 0.079 0.098
H 1.406 4.696 -2.765 0.263 -0.043 0.391 0.057
H 2.164 5.031 -1.164 -0.076 -0.076 -0.188 0.084
C -0.312 5.444 -6.064 -0.132 0.285 -0.091 0.041
N -0.076 5.481 -4.595 -0.027 0.062 0.663 -0.398
O 0.110 6.589 -4.079 -0.217 -1.614 -0.398 0.059
O -0.084 4.396 -4.002 -0.123 1.525 -0.718 0.032
H -0.278 6.464 -6.453 -0.012 -0.520 0.403 0.054
H 0.477 4.835 -6.509 -0.207 0.020 0.112 0.109
H -1.297 5.002 -6.228 0.231 -0.113 0.099 0.109
C -5.006 -1.701 -4.296 -0.448 -0.008 -0.069 0.036
N -3.646 -1.146 -4.530 0.662 0.294 -0.367 -0.405
O -3.217 -1.169 -5.690 -0.331 0.221 1.807 0.058
O -3.046 -0.704 -3.543 -0.749 -0.703 -1.590 0.008
H -5.413 -2.052 -5.247 0.231 0.140 0.189 0.101
H -4.908 -2.527 -3.590 -0.106 0.424 -0.165 0.077
H -5.623 -0.898 -3.886 0.195 -0.059 -0.014 0.092
C 2.794 -7.432 -0.072 -0.263 -0.166 -0.192 0.044
N 4.154 -6.878 -0.306 0.964 0.295 -0.509 -0.419
O 4.583 -6.900 -1.465 -0.413 0.167 1.836 0.059
O 4.754 -6.435 0.681 -0.628 -0.582 -1.416 0.026
H 2.387 -7.783 -1.022 0.216 0.148 0.168 0.096
H 2.892 -8.259 0.635 -0.001 0.267 -0.015 0.102
H 2.177 -6.630 0.339 0.171 -0.147 0.061 0.099
C -9.562 1.910 7.753 0.348 0.158 -0.339 0.015
N -9.437 3.302 8.265 0.214 0.746 0.283 -0.422
O -8.459 3.958 7.886 -1.429 -0.567 0.702 0.045
O -10.323 3.696 9.031 1.299 -0.238 -0.973 0.037
H -8.718 1.699 7.094 -0.265 0.179 0.275 0.064
H -9.555 1.241 8.616 -0.201 0.174 -0.153 0.105
H -10.505 1.844 7.207 0.380 0.108 0.328 0.076
C -3.249 -4.221 -1.323 0.027 -0.067 0.320 0.062
N -2.462 -3.882 -2.539 0.615 0.176 -0.592 -0.379
O -1.231 -3.955 -2.454 -1.717 0.201 -0.468 0.053
O -3.102 -3.552 -3.544 1.485 -0.950 1.396 0.025
H -2.560 -4.492 -0.520 -0.094 0.125 -0.305 0.098
H -3.832 -3.339 -1.050 -0.037 -0.165 -0.105 0.109
H -3.898 -5.063 -1.574 0.003 0.269 -0.018 0.108
C -0.259 9.510 -7.839 -0.073 0.333 0.005 0.046
N 0.549 8.464 -8.522 0.793 -0.379 -0.878 -0.404
O 1.237 8.820 -9.486 -1.019 -0.828 1.523 0.070
O 0.470 7.316 -8.071 0.335 1.683 -1.055 0.024
H -0.094 10.467 -8.339 0.038 -0.329 0.053 0.097
H -1.308 9.214 -7.910 0.216 -0.038 0.121 0.105
H 0.071 9.556 -6.800 -0.138 -0.135 -0.148 0.106
C 1.241 -4.637 -4.192 -0.088 0.261 -0.065 0.029
N 2.049 -5.683 -4.874 0.649 -0.544 -0.536 -0.425
O 2.737 -5.327 -5.839 -0.872 -0.802 1.312 0.049
O 1.970 -6.832 -4.423 0.229 1.492 -0.754 0.036
H 1.406 -3.681 -4.692 0.011 -0.318 0.064 0.100
H 0.192 -4.933 -4.262 0.268 0.026 0.155 0.086
H 1.571 -4.591 -3.152 -0.175 -0.118 -0.162 0.098
C -11.176 -1.674 6.508 0.332 0.064 -0.194 0.054
N -12.150 -0.852 7.275 -0.770 0.441 0.484 -0.402
O -11.853 0.329 7.486 -1.009 -1.905 -0.147 0.029
O -13.187 -1.417 7.645 1.457 1.016 -0.421 0.053
H -10.316 -1.052 6.249 -0.221 -0.055 0.121 0.067
H -10.872 -2.506 7.146 -0.191 0.095 -0.146 0.105
H -11.681 -2.028 5.607 0.026 -0.032 0.241 0.108
C 4.428 5.123 1.030 0.101 -0.153 -0.259 0.043
N 3.483 6.123 1.597 -0.647 0.709 0.432 -0.419
O 2.718 6.689 0.808 0.924 -0.661 1.265 0.047
O 3.536 6.310 2.818 -0.211 -0.160 -1.823 0.045
H 4.272 5.061 -0.049 0.001 0.080 0.310 0.076
H 5.441 5.464 1.254 -0.210 -0.092 0.074 0.105
H 4.217 4.163 1.506 0.055 0.187 0.002 0.082
C 11.759 -0.831 -0.707 -0.044 0.334 0.003 0.050
N 12.567 -1.877 -1.390 0.760 -0.406 -0.745 -0.414
O 13.255 -1.521 -2.354 -0.975 -0.816 1.462 0.064
O 12.489 -3.025 -0.939 0.264 1.440 -0.720 0.030
H 11.924 0.126 -1.207 0.020 -0.328 0.046 0.100
H 10.710 -1.127 -0.778 0.174 -0.005 0.128 0.089
H 12.090 -0.785 0.332 -0.158 -0.143 -0.163 0.108